Record 1
Computed, not measured: one molecule with the formula C4H9N3S, with ωB97M-V with the def2-TZVPD basis set.

The charge is 0. As for the LUMO energy: -0.4230 eV. The total energy is -19597.5324 eV. The maximum force is 6.25 eV/A. Its relative energy (zero: lowest compared OMol25 entry of this formula, charge and spin) is 2.104 eV. Its gap between HOMO and LUMO is 0.296 Ha. Its SMILES is [H]/N=C(/N)C(=S)NCC. As for the spin multiplicity: 1.

Structure (XYZ):
```
17
Properties=species:S:1:pos:R:3:forces:R:3:mulliken_charge:R:1
C 2.343 -0.925 -0.626 -2.8 -0.6 -1.4 -0.72
C 1.788 0.443 0.000 2.0 -0.2 0.7 -0.64
C -0.686 0.349 -0.393 -1.3 -2.8 -1.8 0.15
C -1.885 0.283 0.487 -3.2 1.1 1.9 0.49
H 3.113 -0.697 -1.421 -0.2 -0.5 1.6 0.31
H 2.425 -1.821 0.080 0.7 1.6 -0.8 0.28
H 1.495 -1.307 -1.345 1.4 0.8 1.4 0.15
H 2.120 1.253 -0.727 -1.2 -0.8 0.8 0.28
H 2.415 0.685 0.978 -1.6 -0.5 -1.9 0.27
H 0.270 0.282 1.433 -0.8 0.5 -1.6 0.47
H -3.224 -0.749 -0.859 0.8 0.4 0.9 0.21
H -3.772 -0.133 0.670 -1.3 0.1 0.6 0.27
H -1.154 1.634 1.539 -1.9 -2.0 1.4 0.32
N 0.316 0.459 0.402 6.0 0.3 1.6 -0.33
N -3.031 -0.342 0.066 1.6 -0.3 -1.0 -0.38
N -1.938 0.856 1.712 2.5 1.2 -4.0 -0.81
S -0.595 -0.269 -1.996 -0.8 1.6 1.3 -0.34
```
Positions in Å, forces in eV/Å.

=====

Record 2
Computed, not measured: one molecule with the formula C2HFN2OS, with ωB97M-V with the def2-TZVPD basis set.

The charge is 0. As for the LUMO energy: 0.3296 eV. The total energy is -20668.8729 eV. The maximum force is 4.35 eV/A. Its relative energy (zero: lowest compared OMol25 entry of this formula, charge and spin) is 0.634 eV. Its gap between HOMO and LUMO is 0.347 Ha. Its SMILES is Fc1n[nH]c(=S)o1. As for the spin multiplicity: 1.

Structure (XYZ):
```
8
Properties=species:S:1:pos:R:3:forces:R:3:mulliken_charge:R:1
C 1.187 -0.450 0.012 0.9 -0.8 0.6 0.59
C -0.979 -0.240 0.126 -1.0 -1.1 -0.3 0.17
H -0.762 1.954 -0.264 1.3 -3.9 1.5 0.34
N 1.030 0.819 -0.012 1.0 -1.1 -0.5 -0.52
N -0.327 0.955 0.104 -2.2 2.8 -1.2 0.13
O 0.085 -1.211 0.264 -0.1 2.1 -1.0 -0.20
F 2.339 -1.125 -0.145 -1.8 1.2 0.4 -0.20
S -2.572 -0.703 -0.085 1.9 0.8 0.5 -0.31
```
Positions in Å, forces in eV/Å.

=====

Record 3
Computed, not measured: C14H17MgN3O2 as an isolated structure, with ωB97M-V with the def2-TZVPD basis set.

The charge is +2. As for the LUMO energy: -5.8550 eV. The total energy is -28793.7948 eV. The maximum force is 1.35 eV/A. Its gap between HOMO and LUMO is 0.375 Ha. As for the spin multiplicity: 1.

Structure (XYZ):
```
37
Properties=species:S:1:pos:R:3:forces:R:3:mulliken_charge:R:1
Mg -0.375 0.094 -0.272 -0.6 0.2 0.4 0.80
O -2.038 -0.855 0.098 -0.6 -0.2 0.3 -0.35
C -2.756 -1.354 -1.023 -0.9 -0.6 -0.9 -0.41
C -1.872 -1.307 -2.239 -0.3 -0.3 -0.4 0.48
C -2.281 -1.827 -3.462 0.0 0.1 0.2 -0.87
C -1.390 -1.820 -4.522 0.1 0.1 0.3 -0.20
C -0.112 -1.314 -4.319 0.0 0.1 0.1 -0.81
C 0.207 -0.788 -3.081 0.3 -0.1 -0.7 0.01
N -0.663 -0.777 -2.067 -0.1 0.0 0.0 0.02
H -2.576 -1.013 0.883 0.2 0.2 0.2 0.31
H -3.666 -0.760 -1.190 0.2 -0.1 0.1 0.38
H -3.060 -2.393 -0.842 0.1 0.2 0.0 0.46
H -3.272 -2.236 -3.585 -0.1 0.0 0.1 0.45
H -1.684 -2.210 -5.484 0.0 -0.1 -0.1 0.46
H 0.617 -1.327 -5.113 0.1 0.1 0.0 0.43
H 1.186 -0.371 -2.886 0.0 0.0 0.0 0.43
C 3.590 1.512 -0.421 0.0 0.1 -0.1 -1.34
C 2.422 0.752 0.107 0.7 0.1 0.2 0.78
O 1.344 0.686 -0.514 0.9 0.3 -0.5 -0.59
N 2.550 0.137 1.279 0.3 -0.2 0.1 0.03
C 1.458 -0.610 1.883 -0.3 0.1 0.0 -1.49
C 0.455 0.343 2.487 0.2 0.0 0.8 1.24
C 0.525 0.708 3.826 -0.1 0.0 -0.2 -0.85
C -0.364 1.657 4.314 0.0 -0.1 -0.3 -0.32
C -1.282 2.221 3.439 0.0 -0.1 -0.1 -0.75
C -1.302 1.784 2.124 -0.2 0.3 0.4 -0.20
N -0.461 0.859 1.663 0.0 0.0 -0.1 -0.13
H 3.412 1.799 -1.455 0.0 -0.1 0.1 0.35
H 4.509 0.933 -0.350 0.0 0.0 0.0 0.42
H 3.721 2.421 0.167 0.0 0.1 0.0 0.36
H 3.419 0.210 1.791 0.0 0.0 -0.2 0.28
H 1.862 -1.285 2.640 -0.1 0.0 -0.2 0.64
H 0.960 -1.215 1.101 0.4 -0.1 0.4 0.19
H 1.252 0.250 4.479 0.1 0.0 0.0 0.47
H -0.337 1.943 5.353 0.0 0.1 0.1 0.45
H -1.983 2.967 3.777 -0.1 0.1 0.0 0.44
H -2.015 2.188 1.415 0.0 0.0 0.0 0.45
```
Positions in Å, forces in eV/Å.

=====

Record 4
Computed, not measured: a 2-piece molecular cluster, C9H16BrF3NO7P2 overall, with ωB97M-V with the def2-TZVPD basis set.

The charge is -1. As for the LUMO energy: 1.7800 eV. The total energy is -122188.1660 eV. The maximum force is 2.47 eV/A. Its gap between HOMO and LUMO is 0.202 Ha. As for the spin multiplicity: 1.

Structure (XYZ):
```
39
Properties=species:S:1:pos:R:3:forces:R:3:mulliken_charge:R:1
C 1.634 -0.893 1.296 0.4 -0.3 -0.3 -1.66
C 1.038 0.392 0.659 0.1 1.4 1.5 1.60
C 2.017 1.254 -0.156 0.0 -1.1 -0.9 -1.48
C 2.316 0.751 -1.587 0.3 0.4 1.0 -0.79
C 3.041 -0.573 -1.669 0.5 0.8 -2.1 0.84
F 4.103 -0.636 -0.829 -0.5 -0.4 0.5 -0.29
F 2.233 -1.655 -1.512 0.2 0.0 0.7 -0.25
F 3.559 -0.696 -2.900 0.1 -1.3 1.6 -0.27
C 0.700 1.229 1.931 0.0 -0.8 -0.9 -0.14
O 1.278 2.143 2.439 -0.7 -0.9 0.1 -0.58
O -0.464 0.633 2.414 0.0 1.0 1.1 -0.39
C -1.330 0.195 1.349 0.7 -0.6 0.6 1.02
P -2.782 1.378 1.538 -0.9 1.3 -1.9 0.45
N -3.171 2.223 0.263 0.7 -0.5 0.3 -0.82
P -1.840 -1.552 1.766 0.2 -1.3 1.1 0.97
O -1.509 -1.891 3.144 0.3 0.5 0.3 -0.76
O -1.107 -2.624 0.797 -0.9 0.6 -0.3 -0.63
O -3.432 -1.730 1.544 0.7 0.2 -0.7 -0.58
C -0.404 0.367 0.119 -0.2 0.9 -1.5 -0.43
C -0.703 -0.418 -1.165 -0.1 -0.3 0.1 -1.31
O -2.086 -0.823 -1.220 0.4 -0.8 0.0 -0.18
O -2.825 0.025 -2.058 -0.6 1.0 -0.1 -0.39
H 1.190 -1.823 0.940 -0.1 0.2 0.0 0.25
H 1.545 -0.855 2.385 -0.2 -0.2 -0.1 0.44
H 2.707 -0.967 1.104 -0.2 0.1 -0.2 0.46
H 2.966 1.272 0.386 -0.2 0.2 0.1 0.50
H 1.648 2.279 -0.259 0.0 -0.1 0.2 0.38
H 1.448 0.724 -2.242 0.1 -0.1 0.0 0.27
H 2.992 1.474 -2.049 -0.1 -0.2 -0.2 0.48
H -2.412 2.257 2.585 0.0 -0.8 0.3 0.07
H -3.933 0.658 1.943 0.6 -0.1 0.7 0.04
H -2.577 1.967 -0.519 -0.3 0.3 -0.3 0.31
H -1.608 -2.773 -0.018 0.3 0.1 -0.2 0.37
H -3.634 -2.370 0.852 -0.2 0.1 -0.1 0.36
H -0.527 1.417 -0.201 -0.2 -0.1 0.2 0.83
H -0.109 -1.330 -1.260 0.0 0.1 0.1 0.09
H -0.521 0.199 -2.045 0.1 -0.1 0.1 0.79
H -2.620 -0.209 -2.978 0.3 -0.5 0.2 0.34
Br 3.180 0.981 -4.789 -0.4 1.2 -1.4 -0.91
```
Positions in Å, forces in eV/Å.

=====

Record 5
Computed, not measured: C21H43N4O2PS3Ta as an isolated structure, with ωB97M-V with the def2-TZVPD basis set.

The charge is +3. As for the LUMO energy (spin up / spin down): -8.7300 / -8.7327 eV. The total energy is -75851.2075 eV. The maximum force is 4.01 eV/A. Its relative energy (zero: lowest compared OMol25 entry of this formula, charge and spin) is 3.227 eV. Its gap between HOMO and LUMO (spin up / spin down) is 0.231 / 0.231 Ha. As for the spin multiplicity: 1.

Structure (XYZ):
```
75
Properties=species:S:1:pos:R:3:forces:R:3:mulliken_charge:R:1
Ta 10.558 9.446 10.212 -2.7 1.2 -2.8 -0.08
C 8.507 8.356 10.033 -0.3 -1.1 0.4 1.63
C 9.671 7.501 10.245 -1.3 -1.3 1.2 0.72
C 9.746 7.326 11.725 -2.0 0.0 -0.4 0.88
C 8.660 8.070 12.336 1.2 -0.5 -0.7 0.74
C 8.012 8.835 11.306 1.4 -0.7 -0.4 -0.25
C 6.992 9.919 11.513 1.1 -0.1 0.6 -2.02
C 8.090 7.960 13.745 1.4 -0.6 0.1 -1.26
C 10.383 6.102 12.310 0.0 -0.4 0.4 -1.73
C 10.194 6.475 9.243 0.4 -0.1 -0.5 -1.22
C 7.533 8.087 8.925 -0.6 1.0 -1.1 -1.78
H 6.052 9.568 11.941 0.0 0.0 -0.1 0.48
H 6.849 10.456 10.595 -0.5 0.1 -0.4 0.40
H 7.467 10.640 12.208 -0.6 -0.2 0.0 0.24
H 8.466 7.023 14.253 -0.4 1.1 -0.5 0.38
H 6.999 7.893 13.718 0.2 0.2 0.0 0.40
H 8.406 8.826 14.359 -0.4 -0.4 -0.1 0.14
H 11.476 6.070 12.346 0.0 0.1 -0.4 0.22
H 10.010 5.180 11.771 0.5 1.0 0.4 0.34
H 10.082 5.994 13.356 0.0 0.0 -0.1 0.47
H 10.024 5.419 9.521 -0.4 0.6 0.0 0.38
H 11.286 6.527 9.082 -0.3 0.1 0.3 0.27
H 9.777 6.684 8.238 0.0 -0.4 0.7 0.39
H 6.834 7.248 9.173 0.9 0.5 0.0 0.35
H 8.017 7.903 7.953 -0.2 -0.1 0.4 0.40
H 6.880 8.960 8.761 0.2 -0.2 0.0 0.43
C 10.471 13.059 7.755 -0.9 -0.4 0.1 -1.54
C 10.222 11.634 8.220 0.3 -0.8 -0.9 0.49
S 9.173 11.320 9.600 1.4 -0.8 0.2 -0.32
C 10.579 10.596 7.342 0.3 1.4 1.0 0.87
C 10.684 10.837 5.884 0.2 1.1 -0.6 -1.71
S 11.057 9.022 7.833 -1.6 -0.1 0.6 -0.21
H 10.736 13.701 8.599 -0.1 0.0 -0.2 0.40
H 9.533 13.432 7.299 0.6 0.1 0.1 0.35
H 11.276 13.054 7.015 -0.2 0.3 0.2 0.38
H 9.750 11.352 5.529 0.8 -0.5 0.2 0.34
H 10.799 9.868 5.428 -0.1 -0.1 -0.6 0.54
H 11.546 11.470 5.582 -0.5 -0.4 0.2 0.37
N 10.564 12.760 13.884 -0.2 -0.5 -0.8 -0.21
C 10.658 11.257 14.086 0.6 -0.6 0.9 -0.56
P 12.067 10.597 13.039 -0.2 0.5 -1.8 1.13
O 12.769 11.836 12.636 0.2 -0.1 0.4 -0.93
O 11.380 9.814 11.870 0.9 0.9 3.0 0.10
C 13.223 9.306 13.659 0.8 1.0 1.5 -0.80
N 14.109 8.748 12.614 0.2 0.4 -1.0 -0.09
H 10.091 13.156 14.718 0.1 0.2 -0.8 0.40
H 10.056 12.949 12.978 0.3 0.1 1.3 0.36
H 11.506 13.181 13.733 -0.2 -0.4 0.2 0.35
H 9.718 10.788 13.787 0.1 0.1 0.1 0.07
H 10.839 11.071 15.167 -0.2 0.1 -0.6 0.44
H 12.730 8.448 14.100 -0.3 0.2 0.5 0.44
H 13.850 9.884 14.401 -0.6 -1.0 -0.4 0.42
H 13.717 8.918 11.473 -0.1 -0.2 0.6 -0.28
H 14.193 7.731 12.703 0.3 0.4 0.2 0.40
H 15.037 9.203 12.545 -0.6 -0.5 0.5 0.42
C 17.031 8.103 10.393 -0.1 0.2 -0.7 -0.96
N 15.917 8.434 9.462 -0.5 0.4 0.9 0.22
C 15.432 7.274 8.721 -0.8 0.1 -0.2 -0.99
C 15.140 9.554 9.705 0.4 -1.0 -0.6 -0.09
S 13.341 9.273 9.869 2.1 0.4 -0.4 -0.21
N 15.736 10.741 9.740 0.1 -0.7 -0.1 0.25
C 15.248 11.866 10.547 -0.9 0.6 -0.6 -0.64
C 16.979 10.979 8.916 0.4 -0.2 1.2 -0.96
H 16.675 7.552 11.274 -0.2 0.1 -0.1 0.25
H 17.506 9.024 10.698 0.4 0.0 0.2 0.40
H 17.743 7.433 9.882 -0.2 0.5 0.1 0.35
H 16.246 6.881 8.093 -0.4 0.3 0.0 0.34
H 14.554 7.626 8.159 0.5 -0.5 -0.2 0.40
H 15.092 6.449 9.362 0.1 0.2 0.1 0.32
H 14.262 11.639 11.002 0.8 0.0 -0.2 0.05
H 15.075 12.759 9.897 0.4 -0.7 0.5 0.32
H 15.997 12.097 11.316 -0.2 0.0 -0.2 0.31
H 17.355 10.015 8.573 -0.1 0.3 0.0 0.38
H 17.775 11.449 9.560 -0.9 -0.2 -0.8 0.36
H 16.697 11.579 8.051 0.1 0.2 0.2 0.34
```
Positions in Å, forces in eV/Å.

=====

Record 6
Computed, not measured: C22H30O3OsS3 as an isolated structure, with ωB97M-V with the def2-TZVPD basis set.

The charge is +2. As for the LUMO energy (spin up / spin down): -6.0433 / -8.6596 eV. The total energy is -64399.3662 eV. The maximum force is 0.51 eV/A. Its relative energy (zero: lowest compared OMol25 entry of this formula, charge and spin) is 0.219 eV. Its gap between HOMO and LUMO (spin up / spin down) is 0.288 / 0.210 Ha. As for the spin multiplicity: 5.

Structure (XYZ):
```
59
Properties=species:S:1:pos:R:3:forces:R:3:mulliken_charge:R:1
Os 1.321 -1.508 0.266 -0.3 -0.2 0.0 2.37
C 3.314 -1.492 4.417 0.2 0.0 0.0 -1.60
C 2.999 -1.398 2.961 0.4 0.0 -0.3 0.67
S 1.346 -1.437 2.548 0.0 -0.1 0.1 -0.41
C 3.988 -1.265 1.958 -0.3 0.0 0.4 0.57
C 5.450 -1.290 2.226 0.0 0.0 0.1 -1.39
S 3.550 -1.019 0.313 0.1 0.2 -0.2 -0.29
H 2.406 -1.535 5.018 0.1 0.0 -0.1 0.45
H 3.902 -0.623 4.733 0.0 -0.1 0.0 0.40
H 3.911 -2.387 4.625 0.0 0.1 0.0 0.39
H 5.673 -1.283 3.290 0.0 0.0 0.0 0.38
H 5.946 -0.441 1.744 -0.1 -0.1 0.0 0.39
H 5.882 -2.198 1.789 0.0 0.1 0.0 0.35
C 1.566 -1.056 -2.981 -0.1 -0.1 0.2 -0.94
O 1.065 -1.830 -1.853 0.0 0.0 -0.1 -0.47
C -0.120 -2.621 -2.150 0.1 0.3 -0.2 -0.34
C -0.226 -3.655 -1.085 -0.1 0.0 0.2 -0.62
O -0.268 -3.022 0.215 -0.2 0.3 0.0 -0.65
C -1.597 -2.651 0.702 0.1 -0.1 -0.1 -0.78
H 1.895 -1.737 -3.756 0.0 -0.2 -0.1 0.38
H 2.403 -0.463 -2.631 0.1 0.0 0.1 0.31
H 0.778 -0.408 -3.356 -0.1 0.0 0.0 0.34
H -0.010 -3.105 -3.115 0.1 0.0 -0.2 0.50
H -0.985 -1.959 -2.177 -0.1 0.1 0.0 0.23
H 0.654 -4.288 -1.084 0.2 -0.2 0.1 0.33
H -1.104 -4.276 -1.237 -0.2 -0.1 0.1 0.49
H -2.268 -3.491 0.553 0.0 -0.1 0.0 0.46
H -1.968 -1.769 0.190 0.0 0.1 -0.1 0.29
H -1.500 -2.450 1.762 0.1 0.0 0.1 0.28
O 0.044 0.229 0.108 -0.1 0.0 -0.4 -0.60
S -0.056 1.468 1.039 0.0 0.1 0.2 0.38
C 0.819 2.818 0.187 -0.1 -0.1 -0.2 -1.11
C 0.318 3.198 -1.184 0.0 -0.1 0.2 -0.16
C -0.185 4.475 -1.383 -0.2 0.3 0.0 -0.14
C -0.631 4.874 -2.640 0.0 0.1 0.2 -0.75
C -0.591 3.989 -3.702 0.0 0.0 -0.1 -0.50
C -0.095 2.707 -3.510 0.1 -0.2 0.1 -0.54
C 0.364 2.315 -2.260 0.0 -0.1 -0.1 0.80
C -1.767 2.067 0.890 0.0 -0.3 0.0 -1.17
C -2.789 0.957 0.909 0.2 0.0 0.0 0.38
C -3.128 0.316 2.097 0.0 0.0 0.2 -0.22
C -4.142 -0.636 2.117 0.1 0.0 0.1 -0.70
C -4.819 -0.956 0.947 0.0 -0.1 0.0 -0.52
C -4.468 -0.338 -0.246 0.1 0.1 -0.1 -0.67
C -3.447 0.610 -0.265 -0.1 0.0 -0.2 -0.36
H 1.863 2.500 0.183 0.0 0.0 0.0 0.46
H 0.719 3.648 0.893 0.1 0.0 0.0 0.53
H -0.220 5.176 -0.552 0.0 -0.1 -0.1 0.37
H -1.006 5.880 -2.786 0.0 -0.1 0.0 0.40
H -0.937 4.299 -4.683 0.0 0.0 0.1 0.42
H -0.060 2.020 -4.347 0.0 0.0 0.1 0.41
H 0.764 1.322 -2.112 0.0 0.0 0.0 -0.12
H -1.815 2.646 -0.028 -0.1 0.1 -0.1 0.45
H -1.874 2.729 1.754 0.0 0.0 -0.1 0.67
H -2.620 0.587 3.022 -0.1 0.0 -0.1 0.46
H -4.424 -1.109 3.054 0.1 0.1 -0.1 0.43
H -5.633 -1.675 0.968 0.1 0.1 0.0 0.44
H -5.006 -0.574 -1.160 0.1 0.0 0.1 0.43
H -3.185 1.113 -1.194 -0.1 -0.1 0.1 0.45
```
Positions in Å, forces in eV/Å.